(1)
Formula: C6H14Cl2LiO10
Source: the OMol25 dataset
Level of theory: ωB97M-V/def2-TZVPD

Values from the calculation:
Expectation value of S²: 0.7657
Calculated total energy, a.u.: -1916.7239

```
! wB97M-V def2-TZVPD RIJCOSX def2/J DEFGRID3
* xyz 0 2
Li 0.69 0.98 0.04
Cl -0.56 3.75 -0.77
O 0.10 3.18 0.34
O -1.50 2.86 -1.34
O -1.35 4.89 -0.45
O 0.43 4.12 -1.77
Cl 2.43 -0.27 2.04
O 2.11 -0.50 3.41
O 3.75 -0.66 1.81
O 1.63 -1.12 1.22
O 2.16 1.09 1.67
C -2.81 -1.27 0.96
C -1.82 -1.47 2.02
C -1.34 -0.06 2.21
O -1.22 0.40 0.84
C -2.18 -0.24 0.04
H -3.77 -1.04 1.43
H -3.05 -2.19 0.43
H -1.04 -2.14 1.65
H -2.25 -1.84 2.95
H -0.36 -0.10 2.69
H -2.08 0.52 2.75
H -1.66 -0.74 -0.78
H -2.92 0.43 -0.41
C 2.31 -1.66 -2.75
C 1.22 -0.65 -2.54
O 1.53 0.42 -1.73
H 2.51 -2.25 -1.86
H 3.29 -1.30 -3.06
H 2.06 -2.47 -3.43
H 0.40 -1.23 -2.10
H 0.92 -0.28 -3.52
H 2.35 0.84 -2.01
*
```

(2)
Formula: H20O10
Source: the OMol25 dataset
Level of theory: ωB97M-V/def2-TZVPD

Values from the calculation:
Calculated total energy, a.u.: -764.3592
Relative energy (zero: lowest compared OMol25 entry of this formula, charge and spin), kcal per mole: 77.0
SMILES string: O.O.O.O.O.O.O.O.O.O

```
! wB97M-V def2-TZVPD RIJCOSX def2/J DEFGRID3
* xyz 0 1
O -2.83 -1.43 -1.37
H -2.92 -1.65 -0.45
H -2.37 -0.61 -1.39
O 1.56 -0.29 2.80
H 1.26 -0.32 1.87
H 0.79 0.05 3.35
O -0.72 1.71 3.30
H -1.14 1.20 2.61
H -1.39 1.50 4.00
O 1.28 -0.65 -3.32
H 0.68 -1.04 -2.63
H 2.18 -0.95 -3.11
O -2.08 0.45 0.90
H -2.12 -0.12 1.68
H -3.00 0.59 0.76
O -0.37 3.09 0.35
H -0.42 3.94 0.76
H 0.49 2.71 0.36
O -0.16 -2.16 -1.46
H -1.10 -2.05 -1.41
H 0.12 -2.80 -0.83
O 0.44 -0.05 0.36
H 0.36 -0.86 -0.11
H -0.48 0.20 0.31
O 0.89 1.63 -1.88
H 0.87 1.14 -1.07
H 1.09 0.89 -2.52
O 2.99 -1.26 -0.95
H 2.74 -2.10 -0.69
H 3.36 -0.80 -0.22
*
```

(3)
Formula: C6H3Cl2NNdO3SSc
Source: the OMol25 dataset
Level of theory: ωB97M-V/def2-TZVPD

Values from the calculation:
Expectation value of S²: 3.7531
Calculated total energy, a.u.: -3149.9887
Relative energy (zero: lowest compared OMol25 entry of this formula, charge and spin), kcal per mole: 0.0

```
! wB97M-V def2-TZVPD RIJCOSX def2/J DEFGRID3
* xyz 4 4
Nd -0.05 0.86 -3.67
Sc -0.34 0.10 0.06
Cl -1.87 1.22 -1.62
Cl 1.59 0.29 -1.41
C 0.88 -1.35 1.23
C -2.01 -0.32 -4.29
C 0.26 -1.40 -4.33
O 1.72 -1.96 1.74
O -2.95 -0.97 -4.42
O 0.21 -2.51 -4.67
S -0.46 4.07 2.06
C -1.34 2.89 3.00
C -1.13 1.62 2.55
N -0.22 1.58 1.47
C 0.24 2.84 1.13
H -2.01 3.16 3.81
H -1.56 0.68 2.90
H 0.97 2.99 0.34
*
```

(4)
Formula: C35H21Cl5F5N2O3PRuSTe
Source: the OMol25 dataset
Level of theory: ωB97M-V/def2-TZVPD

Values from the calculation:
Expectation value of S²: 0.7642
Calculated total energy, a.u.: -5584.3684
Relative energy (zero: lowest compared OMol25 entry of this formula, charge and spin), kcal per mole: 10.2

```
! wB97M-V def2-TZVPD RIJCOSX def2/J DEFGRID3
* xyz -1 2
Ru -0.27 -1.20 -0.15
Cl -0.24 -1.29 3.33
C -1.14 -2.52 2.49
C -1.29 -2.46 1.09
C -2.08 -3.50 0.57
Cl -2.33 -3.63 -1.15
C -2.68 -4.49 1.35
Cl -3.65 -5.72 0.62
C -2.51 -4.48 2.72
Cl -3.27 -5.69 3.71
C -1.73 -3.49 3.30
Cl -1.50 -3.48 5.01
N -1.39 -0.97 -2.11
N -0.84 -1.84 -3.06
C 0.42 -2.41 -2.81
O 1.07 -2.79 -3.78
O 0.74 -2.49 -1.57
H -2.38 -1.17 -2.02
H -1.26 0.00 -2.37
H -0.97 -1.57 -4.02
F 4.78 1.29 -5.44
C 3.99 1.06 -4.37
C 4.52 1.00 -3.10
F 5.84 1.16 -2.93
C 3.71 0.78 -2.00
F 4.29 0.78 -0.79
C 2.32 0.62 -2.10
O 1.56 0.45 -1.05
C 1.83 0.69 -3.41
F 0.50 0.56 -3.63
C 2.63 0.91 -4.52
F 2.08 0.98 -5.74
Te 2.30 -1.64 0.54
C 2.58 -3.47 1.52
C 3.71 -4.23 1.37
C 3.66 -5.46 2.10
C 2.48 -5.60 2.77
S 1.45 -4.26 2.53
H 4.54 -3.91 0.76
H 4.45 -6.19 2.10
H 2.17 -6.42 3.40
C 1.90 3.54 3.41
C 1.92 2.15 3.38
C 1.20 1.47 2.41
C 0.45 2.15 1.46
C 0.46 3.54 1.49
C 1.17 4.23 2.46
P -0.60 1.17 0.30
C -0.81 2.25 -1.17
C 0.23 3.03 -1.67
C 0.07 3.76 -2.83
C -1.13 3.71 -3.53
C -2.17 2.92 -3.05
C -2.01 2.21 -1.87
C -2.25 1.48 1.12
C -3.10 0.39 1.32
C -4.35 0.54 1.91
C -4.77 1.80 2.33
C -3.94 2.90 2.13
C -2.70 2.74 1.53
H 2.46 4.08 4.17
H 2.50 1.59 4.11
H 1.22 0.39 2.38
H -0.09 4.11 0.74
H 1.16 5.32 2.46
H 1.19 3.04 -1.15
H 0.89 4.36 -3.21
H -1.26 4.27 -4.44
H -3.11 2.86 -3.59
H -2.84 1.61 -1.48
H -2.76 -0.59 1.01
H -4.98 -0.32 2.06
H -5.73 1.92 2.80
H -4.25 3.88 2.46
H -2.07 3.61 1.39
*
```

(5)
Formula: C24H23NO6S
Source: the OMol25 dataset
Level of theory: ωB97M-V/def2-TZVPD

Values from the calculation:
Calculated total energy, a.u.: -1832.8107
Relative energy (zero: lowest compared OMol25 entry of this formula, charge and spin), kcal per mole: 0.4
SMILES string: O=C(COc1ccc2c3c(c(=O)oc2c1)CCC3)N[C@@H](CSCc1ccccc1)C(=O)O

```
! wB97M-V def2-TZVPD RIJCOSX def2/J DEFGRID3
* xyz 0 1
O 1.87 3.35 0.54
C 2.06 2.25 0.05
N 1.28 1.73 -0.91
H 1.46 0.78 -1.23
C 0.03 2.34 -1.32
C -0.50 1.69 -2.59
H -1.55 1.95 -2.71
H -0.42 0.60 -2.54
S 0.30 2.28 -4.11
C 1.94 1.47 -4.04
C 1.88 0.01 -3.74
C 2.76 -0.55 -2.81
C 2.71 -1.90 -2.52
C 1.78 -2.71 -3.15
C 0.90 -2.17 -4.07
C 0.96 -0.82 -4.37
H 0.28 -0.39 -5.09
H 0.18 -2.79 -4.57
H 1.73 -3.77 -2.92
H 3.40 -2.32 -1.81
H 3.50 0.07 -2.33
H 2.56 2.01 -3.31
H 2.35 1.64 -5.04
H 0.20 3.41 -1.47
C -0.98 2.15 -0.16
O -1.87 1.34 -0.20
O -0.77 2.92 0.89
H 0.08 3.42 0.85
C 3.19 1.32 0.50
O 2.77 -0.03 0.46
C 1.59 -0.32 1.10
C 1.05 0.45 2.12
C -0.19 0.11 2.65
C -0.91 -0.99 2.16
C -0.33 -1.77 1.15
C 0.90 -1.45 0.63
H 1.35 -2.03 -0.16
H -0.87 -2.62 0.77
C -2.20 -1.21 2.73
C -2.67 -0.39 3.70
C -1.90 0.72 4.21
O -2.23 1.48 5.09
O -0.66 0.90 3.63
C -4.05 -0.76 4.13
H -4.15 -0.75 5.21
H -4.77 -0.04 3.72
C -4.24 -2.16 3.52
H -5.25 -2.32 3.16
H -4.03 -2.92 4.27
C -3.20 -2.26 2.38
H -2.76 -3.26 2.31
H -3.65 -2.02 1.41
H 1.54 1.31 2.52
H 4.04 1.39 -0.19
H 3.53 1.63 1.49
*
```

(6)
Formula: C54H60AsInN4O4S
Source: the OMol25 dataset
Level of theory: ωB97M-V/def2-TZVPD

Values from the calculation:
Calculated total energy, a.u.: -5437.7157
Relative energy (zero: lowest compared OMol25 entry of this formula, charge and spin), kcal per mole: 0.0

```
! wB97M-V def2-TZVPD RIJCOSX def2/J DEFGRID3
* xyz 0 1
In -0.07 -1.46 -1.09
C -2.63 -1.31 0.29
C -3.24 -0.16 0.66
C -3.40 0.67 -0.57
C -2.78 0.02 -1.59
C -2.31 -1.31 -1.15
C -2.83 -2.51 -2.01
C -4.36 -2.34 -2.14
C -2.22 -2.50 -3.41
C -2.57 -3.86 -1.34
C -4.29 1.89 -0.81
C -5.75 1.44 -0.64
C -3.99 3.10 0.09
C -4.17 2.38 -2.26
C -3.50 0.09 2.16
C -2.31 0.89 2.73
C -3.52 -1.25 2.92
C -4.80 0.81 2.53
H -2.41 -2.15 0.92
H -2.75 0.34 -2.62
H -4.61 -1.46 -2.73
H -4.82 -2.23 -1.15
H -4.79 -3.21 -2.63
H -2.29 -1.51 -3.87
H -2.76 -3.20 -4.06
H -1.17 -2.80 -3.40
H -3.10 -3.95 -0.40
H -1.51 -4.01 -1.15
H -2.91 -4.66 -2.00
H -5.97 1.08 0.36
H -5.96 0.62 -1.33
H -6.43 2.26 -0.87
H -4.89 3.70 0.25
H -3.25 3.76 -0.37
H -3.60 2.82 1.07
H -4.57 1.64 -2.96
H -3.14 2.60 -2.52
H -4.76 3.29 -2.38
H -1.37 0.37 2.51
H -2.40 0.99 3.82
H -2.25 1.90 2.31
H -2.56 -1.76 2.89
H -4.28 -1.92 2.50
H -3.77 -1.06 3.97
H -4.91 1.79 2.08
H -4.83 0.94 3.61
H -5.66 0.20 2.25
C 1.22 1.36 -2.76
N 1.27 -0.08 -2.44
C 2.07 -0.76 -3.18
C 2.07 -2.17 -3.14
C 2.78 -3.13 -3.85
C 2.21 -4.36 -3.49
C 1.19 -4.08 -2.58
N 1.11 -2.75 -2.38
C 2.20 2.19 -1.99
C 2.91 3.21 -2.63
C 3.79 4.01 -1.92
C 3.99 3.81 -0.56
C 3.31 2.78 0.08
C 2.42 1.98 -0.63
H 0.21 1.69 -2.57
H 1.41 1.50 -3.83
H 2.72 -0.26 -3.90
H 3.59 -2.95 -4.54
H 2.50 -5.34 -3.84
H 0.53 -4.77 -2.08
H 2.76 3.37 -3.69
H 4.33 4.80 -2.44
H 4.67 4.44 -0.01
H 3.47 2.60 1.14
H 1.89 1.18 -0.12
O -0.96 -3.40 1.79
N 0.03 -3.88 1.25
O 0.74 -4.71 1.80
O 0.35 -3.52 0.05
O 0.76 -0.71 0.78
As 2.11 -1.29 1.58
C 3.42 -2.03 0.41
C 4.24 -1.14 -0.28
C 5.14 -1.63 -1.21
C 5.21 -2.99 -1.45
C 4.39 -3.87 -0.76
C 3.49 -3.40 0.18
C 1.77 -2.41 3.09
C 2.80 -3.21 3.56
C 2.61 -3.94 4.73
C 1.39 -3.85 5.40
C 0.38 -3.03 4.93
C 0.57 -2.30 3.77
C 2.93 0.21 2.47
C 2.11 1.26 2.86
C 2.63 2.29 3.64
C 3.96 2.26 4.02
C 4.78 1.20 3.64
C 4.26 0.17 2.88
H 4.18 -0.07 -0.09
H 5.77 -0.94 -1.76
H 5.89 -3.37 -2.20
H 4.44 -4.94 -0.96
H 2.83 -4.08 0.71
H 3.74 -3.28 3.03
H 3.40 -4.57 5.11
H 1.24 -4.44 6.30
H -0.56 -2.97 5.46
H -0.22 -1.66 3.38
H 1.07 1.27 2.56
H 1.99 3.11 3.94
H 4.37 3.06 4.62
H 5.81 1.17 3.95
H 4.89 -0.66 2.58
S 0.10 3.77 1.06
C -0.53 2.50 0.05
N -0.80 2.84 -1.16
C -0.46 4.17 -1.39
C -0.59 4.83 -2.61
C -0.19 6.14 -2.70
C 0.33 6.81 -1.59
C 0.46 6.18 -0.37
C 0.05 4.85 -0.28
H -0.69 1.51 0.45
H -0.99 4.30 -3.47
H -0.28 6.66 -3.64
H 0.64 7.84 -1.68
H 0.87 6.69 0.49
*
```

(7)
Formula: C5H13NO
Source: the OMol25 dataset
Level of theory: ωB97M-V/def2-TZVPD

Values from the calculation:
Calculated total energy, a.u.: -328.2964
Relative energy (zero: lowest compared OMol25 entry of this formula, charge and spin), kcal per mole: 14.1
SMILES string: CCC(N)=O.CC

```
! wB97M-V def2-TZVPD RIJCOSX def2/J DEFGRID3
* xyz 0 1
C 2.40 2.27 1.49
C 2.27 0.82 1.99
H 1.64 2.91 1.94
H 3.44 2.55 1.61
H 2.05 2.32 0.46
H 1.52 0.64 2.77
H 3.18 0.37 2.41
H 1.99 0.12 1.20
C -1.61 0.20 -0.72
C -2.63 -0.24 0.32
C -0.49 -0.79 -1.05
O 0.69 -0.51 -0.92
N -0.80 -2.02 -1.59
H -2.17 0.33 -1.65
H -1.03 1.10 -0.49
H -3.28 -0.95 -0.22
H -3.32 0.59 0.49
H 0.01 -2.57 -1.84
H -1.59 -2.24 -2.18
H -2.28 -0.71 1.24
*
```

(8)
Formula: C37H33GeN5Ru
Source: the OMol25 dataset
Level of theory: ωB97M-V/def2-TZVPD

Values from the calculation:
Expectation value of S²: 0.9778
Calculated total energy, a.u.: -3874.3031

```
! wB97M-V def2-TZVPD RIJCOSX def2/J DEFGRID3
* xyz 3 2
Ru 0.84 -0.08 -0.45
C -3.97 -3.15 -4.29
C -2.97 -2.76 -3.25
C -1.99 -3.67 -2.82
C -1.07 -3.32 -1.85
C -1.10 -2.06 -1.25
N -0.18 -1.75 -0.21
C -0.11 -2.62 0.83
C -1.20 -3.50 1.06
C -1.18 -4.45 2.03
C -0.04 -4.61 2.84
C 0.01 -5.65 3.91
C 1.02 -3.72 2.67
C 1.00 -2.71 1.72
N 2.11 -1.81 1.69
C 3.14 -1.78 2.57
C 3.91 -0.67 2.31
C 3.28 -0.04 1.25
N 2.20 -0.72 0.87
C -2.03 -1.13 -1.72
C -2.95 -1.49 -2.69
N -2.02 0.21 -1.23
C -3.06 1.06 -1.08
C -2.55 2.31 -0.81
C -1.18 2.15 -0.81
N -0.84 0.88 -1.08
H -4.34 -4.16 -4.13
H -3.51 -3.13 -5.29
H -4.82 -2.47 -4.31
H -1.96 -4.66 -3.26
H -0.34 -4.05 -1.51
H -2.10 -3.38 0.46
H -2.04 -5.09 2.19
H -0.44 -6.58 3.56
H -0.58 -5.33 4.77
H 1.02 -5.85 4.24
H 1.87 -3.84 3.31
H 3.28 -2.53 3.32
H 4.80 -0.36 2.83
H 3.54 0.88 0.75
H -3.67 -0.75 -3.04
H -4.08 0.72 -1.17
H -3.11 3.21 -0.62
H -0.41 2.88 -0.62
C 3.12 -2.35 -2.28
Ge 2.22 -0.63 -2.42
C 3.17 0.97 -1.89
C 2.34 2.02 -1.47
C 2.87 3.12 -0.81
C 4.24 3.20 -0.59
C 5.07 2.17 -1.02
C 4.54 1.05 -1.64
C 1.46 -0.35 -4.23
C 0.09 -0.50 -4.48
C -0.45 -0.33 -5.74
C 0.37 -0.01 -6.82
C 1.75 0.13 -6.63
C 2.59 0.44 -7.73
C 3.97 0.59 -7.56
C 4.52 0.42 -6.31
C 3.71 0.12 -5.20
C 2.31 -0.03 -5.33
H 3.82 -2.47 -3.10
H 2.38 -3.15 -2.34
H 3.65 -2.42 -1.34
H 1.30 2.03 -1.77
H 2.23 3.94 -0.50
H 4.66 4.07 -0.10
H 6.14 2.25 -0.86
H 5.21 0.24 -1.92
H -0.57 -0.77 -3.67
H -1.52 -0.45 -5.90
H -0.05 0.12 -7.81
H 2.15 0.56 -8.71
H 4.59 0.82 -8.41
H 5.59 0.53 -6.17
H 4.18 0.02 -4.24
*
```

(9)
Formula: H4N3P
Source: the OMol25 dataset
Level of theory: ωB97M-V/def2-TZVPD

Values from the calculation:
Calculated total energy, a.u.: -507.8702
Relative energy (zero: lowest compared OMol25 entry of this formula, charge and spin), kcal per mole: 55.0

```
! wB97M-V def2-TZVPD RIJCOSX def2/J DEFGRID3
* xyz 0 1
N -1.15 -1.01 -0.14
N 1.01 -0.63 -0.45
N -0.16 -0.24 -0.17
P -0.05 1.52 0.09
H -2.10 -0.52 -0.27
H 1.05 -1.58 -0.47
H 1.36 1.14 -0.05
H 0.03 1.33 1.46
*
```

> Number 4 is which compound?

C35H21Cl5F5N2O3PRuSTe

What did the first record say?
Formula: C6H14Cl2LiO10
Source: the OMol25 dataset
Level of theory: ωB97M-V/def2-TZVPD

Values from the calculation:
Expectation value of S²: 0.7657
Calculated total energy, a.u.: -1916.7239

```
! wB97M-V def2-TZVPD RIJCOSX def2/J DEFGRID3
* xyz 0 2
Li 0.69 0.98 0.04
Cl -0.56 3.75 -0.77
O 0.10 3.18 0.34
O -1.50 2.86 -1.34
O -1.35 4.89 -0.45
O 0.43 4.12 -1.77
Cl 2.43 -0.27 2.04
O 2.11 -0.50 3.41
O 3.75 -0.66 1.81
O 1.63 -1.12 1.22
O 2.16 1.09 1.67
C -2.81 -1.27 0.96
C -1.82 -1.47 2.02
C -1.34 -0.06 2.21
O -1.22 0.40 0.84
C -2.18 -0.24 0.04
H -3.77 -1.04 1.43
H -3.05 -2.19 0.43
H -1.04 -2.14 1.65
H -2.25 -1.84 2.95
H -0.36 -0.10 2.69
H -2.08 0.52 2.75
H -1.66 -0.74 -0.78
H -2.92 0.43 -0.41
C 2.31 -1.66 -2.75
C 1.22 -0.65 -2.54
O 1.53 0.42 -1.73
H 2.51 -2.25 -1.86
H 3.29 -1.30 -3.06
H 2.06 -2.47 -3.43
H 0.40 -1.23 -2.10
H 0.92 -0.28 -3.52
H 2.35 0.84 -2.01
*
```

What did the second record say?
Formula: H20O10
Source: the OMol25 dataset
Level of theory: ωB97M-V/def2-TZVPD

Values from the calculation:
Calculated total energy, a.u.: -764.3592
Relative energy (zero: lowest compared OMol25 entry of this formula, charge and spin), kcal per mole: 77.0
SMILES string: O.O.O.O.O.O.O.O.O.O

```
! wB97M-V def2-TZVPD RIJCOSX def2/J DEFGRID3
* xyz 0 1
O -2.83 -1.43 -1.37
H -2.92 -1.65 -0.45
H -2.37 -0.61 -1.39
O 1.56 -0.29 2.80
H 1.26 -0.32 1.87
H 0.79 0.05 3.35
O -0.72 1.71 3.30
H -1.14 1.20 2.61
H -1.39 1.50 4.00
O 1.28 -0.65 -3.32
H 0.68 -1.04 -2.63
H 2.18 -0.95 -3.11
O -2.08 0.45 0.90
H -2.12 -0.12 1.68
H -3.00 0.59 0.76
O -0.37 3.09 0.35
H -0.42 3.94 0.76
H 0.49 2.71 0.36
O -0.16 -2.16 -1.46
H -1.10 -2.05 -1.41
H 0.12 -2.80 -0.83
O 0.44 -0.05 0.36
H 0.36 -0.86 -0.11
H -0.48 0.20 0.31
O 0.89 1.63 -1.88
H 0.87 1.14 -1.07
H 1.09 0.89 -2.52
O 2.99 -1.26 -0.95
H 2.74 -2.10 -0.69
H 3.36 -0.80 -0.22
*
```

> calculated total energy of number 3 (C6H3Cl2NNdO3SSc)?

-3149.9887 a.u.